Computed, not measured: a molecular structure, C22H41BrIrNP3Se at a distorted geometry, with the ωB97M-V functional and the def2-TZVPD basis.

Values from the calculation:
F_max: 4.5 eV/Å
Net charge: +4
LUMO energy (alpha / beta): -12.3 / -16.3 eV
Relative energy (zero: lowest compared OMol25 entry of this formula, charge and spin): 1.105 eV
Multiplicity: 6
HOMO-LUMO gap (alpha / beta): 4.63 / 2.43 eV

The geometry in XYZ format:
```
70
Properties=species:S:1:pos:R:3:forces:R:3:lowdin_charge:R:1
Ir 0.037 0.240 0.040 -0.410 -0.936 -1.486 0.55
P 0.852 2.129 0.983 0.077 0.485 -0.338 0.65
P 1.531 -1.450 0.479 1.727 -1.288 0.647 0.67
P -1.096 -0.388 1.805 -1.268 -0.314 2.063 0.56
H -7.139 2.269 -3.841 0.075 0.136 0.346 0.13
C -7.382 2.657 -2.840 -2.797 -2.327 -2.644 0.19
C -6.530 3.526 -2.260 1.276 2.437 1.851 0.22
H -5.673 3.951 -2.767 0.005 -0.076 -0.417 0.13
C 1.613 3.327 -0.215 -0.309 -0.318 0.430 -0.21
C 2.143 1.790 2.216 -0.039 0.430 0.023 -0.21
C -0.475 3.127 1.726 0.396 0.414 0.116 -0.24
C 1.129 -3.065 -0.311 -0.017 0.071 -0.090 -0.24
C 3.266 -1.210 -0.108 -0.152 0.044 -0.272 -0.23
C 1.919 -1.934 2.233 -0.063 0.069 -0.267 -0.22
C -2.809 0.280 1.722 -0.037 0.128 0.271 -0.24
C -0.622 0.031 3.541 -0.287 -0.092 0.061 -0.21
C -1.540 -2.180 1.954 0.103 0.128 0.044 -0.23
H -8.386 2.282 -2.518 0.925 0.793 0.426 0.16
H -6.664 3.908 -1.256 -0.172 -0.173 0.266 0.13
H 0.936 3.464 -1.072 0.237 0.020 0.305 0.06
H 2.586 2.968 -0.574 -0.241 0.224 0.178 0.05
H 1.736 4.284 0.318 0.071 -0.315 -0.273 0.08
H 2.930 1.145 1.803 -0.240 0.281 0.003 0.04
H 1.739 1.314 3.114 0.041 0.178 -0.165 0.04
H 2.576 2.765 2.475 0.088 -0.257 0.176 0.08
H -1.224 3.360 0.962 0.226 -0.004 0.039 0.05
H -0.007 4.062 2.062 -0.316 -0.073 0.094 0.07
H -0.982 2.649 2.566 0.183 0.075 -0.106 0.03
H 1.964 -3.777 -0.200 -0.302 0.285 0.010 0.08
H 0.961 -2.897 -1.379 0.190 -0.031 -0.020 0.03
H 0.220 -3.522 0.090 0.156 0.080 0.118 0.03
H 3.898 -2.074 0.160 -0.385 0.288 -0.018 0.08
H 3.717 -0.306 0.318 -0.092 -0.190 0.000 0.05
H 3.276 -1.106 -1.198 0.092 -0.157 0.170 0.04
H 2.748 -2.660 2.214 -0.320 0.244 -0.062 0.08
H 1.077 -2.392 2.756 0.177 0.060 -0.112 0.03
H 2.244 -1.063 2.813 0.011 -0.130 -0.197 0.04
H -3.346 0.001 2.642 0.080 0.109 -0.283 0.07
H -3.355 -0.134 0.862 0.217 0.026 0.178 0.02
H -2.794 1.372 1.636 -0.019 -0.214 0.039 0.04
H -1.452 -0.295 4.186 0.251 0.077 -0.137 0.07
H -0.491 1.108 3.698 -0.058 -0.320 -0.130 0.04
H 0.284 -0.474 3.891 -0.202 0.028 -0.246 0.05
H -2.141 -2.309 2.867 0.109 0.046 -0.304 0.08
H -0.691 -2.866 2.017 -0.206 0.244 -0.027 0.03
H -2.152 -2.472 1.089 0.056 0.043 0.172 0.03
C -3.633 -1.199 -1.857 -0.922 -3.069 0.373 -0.51
C -3.988 0.161 -1.927 0.181 0.960 -0.411 -0.02
C -5.294 0.460 -2.285 -1.588 -0.972 -0.289 -0.03
C -6.269 -0.533 -2.403 0.114 2.626 -0.350 0.05
C -5.952 -1.890 -2.120 0.046 -1.456 0.680 0.09
C -4.643 -2.192 -1.759 1.129 0.845 0.131 -0.06
Se -1.939 -2.010 -1.911 -0.211 -0.718 -1.261 1.20
H -1.491 -0.933 -0.870 1.249 1.558 1.495 -0.18
H -3.285 0.957 -1.713 0.210 -0.090 0.081 0.12
H -5.586 1.488 -2.460 0.288 -0.079 0.016 0.06
H -7.277 -0.217 -2.681 0.235 -0.507 0.095 0.14
H -6.675 -2.720 -2.185 0.219 0.645 -0.098 0.17
H -4.347 -3.184 -1.451 -0.197 -0.281 -0.382 0.12
Br 4.346 1.439 -3.727 -0.746 -0.129 0.248 0.89
C 2.484 1.158 -3.474 0.730 0.030 0.202 -0.61
C 1.629 1.184 -4.571 -0.935 -0.208 0.304 -0.04
C 0.263 0.986 -4.302 -0.334 -0.246 0.380 0.00
C -0.167 0.737 -2.983 0.020 -0.192 -0.896 -0.17
N 0.680 0.669 -1.953 1.228 0.400 0.028 -0.16
C 1.992 0.904 -2.184 -0.473 0.100 -0.657 -0.21
H 2.015 1.327 -5.585 -0.214 0.044 0.374 0.14
H -0.513 0.985 -5.079 0.619 0.075 0.187 0.13
H -1.222 0.534 -2.729 0.538 0.404 -0.345 0.05
H 2.639 0.889 -1.316 -0.025 0.031 -0.337 0.07
```
Forces are in eV/Å.

Computed, not measured: a molecular structure, C22H41ClDyNOP3 at a distorted geometry, with the ωB97M-V functional and the def2-TZVPD basis.

Values from the calculation:
F_max: 4.2 eV/Å
Net charge: +3
LUMO energy (alpha / beta): -11.4 / -10.2 eV
Relative energy (zero: lowest compared OMol25 entry of this formula, charge and spin): 1.480 eV
Multiplicity: 6
HOMO-LUMO gap (alpha / beta): 3.87 / 6.71 eV

The geometry in XYZ format:
```
70
Properties=species:S:1:pos:R:3:forces:R:3:lowdin_charge:R:1
Dy -0.741 0.109 0.171 1.313 -0.499 -0.135 0.97
P 1.381 0.531 1.924 1.354 0.722 1.273 0.69
P -0.911 2.569 -1.040 -0.022 2.232 -1.064 0.70
P 1.890 -0.069 -1.317 0.896 -0.124 -0.405 0.73
H -0.588 -4.389 0.791 0.351 -0.206 0.226 0.04
C 0.426 -4.687 1.085 0.345 0.323 0.481 -0.07
C 1.042 -4.144 2.148 -0.303 -0.202 -0.670 -0.08
H 0.528 -3.411 2.781 0.201 -0.218 -0.194 0.04
C 0.888 0.696 3.679 -0.287 -0.065 0.276 -0.27
C 2.270 2.133 1.776 0.016 0.040 -0.175 -0.25
C 2.737 -0.686 2.161 -0.060 -0.305 -0.224 -0.24
C -2.181 2.568 -2.374 -0.132 -0.406 0.087 -0.26
C -1.471 4.041 -0.088 -0.035 0.071 0.074 -0.24
C 0.509 3.277 -1.964 0.336 -0.120 -0.027 -0.24
C 2.473 -1.798 -1.090 -0.222 -0.154 0.071 -0.25
C 3.495 0.844 -1.264 -0.072 0.129 -0.063 -0.25
C 1.623 -0.090 -3.133 -0.166 0.046 -0.041 -0.25
H 0.900 -5.472 0.487 -0.133 0.352 0.206 0.07
H 2.064 -4.418 2.433 -0.497 0.007 -0.060 0.07
H 0.179 -0.091 3.955 0.277 0.044 0.076 0.03
H 0.408 1.665 3.858 0.164 -0.133 0.005 0.04
H 1.781 0.611 4.314 -0.344 0.141 -0.090 0.07
H 1.552 2.949 1.938 0.193 -0.128 0.012 0.05
H 2.714 2.261 0.783 -0.077 -0.032 0.290 0.02
H 3.057 2.188 2.541 -0.193 0.054 -0.215 0.08
H 2.336 -1.705 2.056 0.217 0.223 0.024 0.02
H 3.139 -0.568 3.176 -0.023 0.000 -0.341 0.07
H 3.546 -0.543 1.434 -0.252 -0.054 0.213 0.04
H -2.139 3.531 -2.907 -0.095 -0.337 0.215 0.07
H -3.178 2.427 -1.932 0.149 0.098 -0.216 0.06
H -2.003 1.755 -3.093 -0.011 0.259 0.126 0.04
H -2.027 4.715 -0.756 0.142 -0.104 0.313 0.07
H -0.603 4.577 0.320 -0.243 -0.153 -0.034 0.06
H -2.124 3.752 0.748 0.009 0.298 -0.206 0.01
H 0.140 3.901 -2.791 0.111 -0.109 0.306 0.07
H 1.138 2.481 -2.382 -0.219 0.353 0.130 -0.01
H 1.126 3.888 -1.294 -0.118 -0.160 -0.152 0.06
H 2.870 -2.169 -2.044 0.040 0.051 0.286 0.07
H 1.635 -2.437 -0.785 0.250 0.053 -0.023 0.01
H 3.248 -1.855 -0.319 -0.162 -0.029 -0.245 0.04
H 4.155 0.476 -2.065 -0.201 0.101 0.313 0.07
H 4.000 0.716 -0.298 -0.125 0.015 -0.302 0.04
H 3.321 1.918 -1.420 0.123 -0.252 -0.009 0.04
H 2.531 -0.477 -3.616 -0.272 0.138 0.035 0.07
H 1.406 0.913 -3.514 0.087 -0.249 -0.077 0.04
H 0.780 -0.742 -3.382 0.142 0.075 -0.042 0.03
C -1.283 -2.052 -2.201 0.814 0.954 2.291 -0.34
C -2.280 -1.352 -2.925 -0.689 0.235 -1.210 0.02
C -2.699 -1.834 -4.158 -0.368 1.322 1.094 0.00
C -2.226 -3.056 -4.639 0.060 -0.382 -0.314 0.04
C -1.280 -3.771 -3.895 1.020 -0.457 1.013 0.01
C -0.784 -3.272 -2.695 0.076 -1.065 -1.068 0.05
O -0.800 -1.558 -1.054 -1.529 -2.302 -3.131 -0.32
H -2.329 1.839 1.284 -0.273 -0.258 0.183 0.09
H -2.684 -0.420 -2.516 0.137 -0.336 -0.227 0.11
H -3.418 -1.255 -4.737 0.120 -0.226 0.134 0.14
H -2.592 -3.457 -5.587 0.129 0.148 0.289 0.15
H -0.909 -4.730 -4.259 -0.127 0.290 0.051 0.14
H -0.012 -3.777 -2.113 -0.254 -0.007 -0.236 0.13
Cl -2.092 2.418 5.938 -0.127 -0.229 -0.404 0.84
C -2.286 1.458 4.529 0.028 0.373 0.680 -0.62
C -2.376 0.062 4.633 0.115 0.421 -0.366 0.00
C -2.466 -0.682 3.463 0.184 -0.486 -0.085 0.01
C -2.403 -0.077 2.217 -1.154 0.920 -0.053 -0.17
N -2.334 1.306 2.160 -0.168 0.002 1.313 0.05
C -2.299 2.082 3.297 0.149 -1.077 -0.958 -0.03
H -2.335 -0.391 5.622 -0.180 -0.048 -0.254 0.15
H -2.561 -1.764 3.514 -0.027 0.167 -0.038 0.15
H -2.643 -0.611 1.274 -0.351 0.214 1.193 0.10
H -2.225 3.150 3.154 -0.041 0.039 0.077 0.15
```
Forces are in eV/Å.

Computed, not measured: 7 unconnected molecules or ions with the total composition C22H41F2NO10S at a distorted geometry, with the ωB97M-V functional and the def2-TZVPD basis.

Values from the calculation:
F_max: 10.2 eV/Å
Net charge: 0
LUMO energy: -1.2 eV
Relative energy (zero: lowest compared OMol25 entry of this formula, charge and spin): 8.103 eV
Multiplicity: 1
HOMO-LUMO gap: 7.86 eV

The geometry in XYZ format:
```
77
Properties=species:S:1:pos:R:3:forces:R:3:lowdin_charge:R:1
O -3.810 1.629 -4.750 0.552 4.525 7.103 -0.06
C -3.727 2.381 -3.648 -0.183 -3.564 -4.775 -0.09
C -3.101 1.846 -2.192 0.198 2.095 -0.801 -0.15
N -3.294 0.358 -1.974 0.165 1.663 1.929 -0.22
C -4.701 0.022 -1.510 -0.605 -1.218 0.403 -0.09
C -5.335 -1.130 -2.519 -2.359 -5.381 2.724 -0.13
O -5.882 -2.235 -1.945 3.806 8.056 -5.058 0.00
F -5.227 -0.904 -3.979 -0.463 -0.812 4.810 0.00
S -2.083 -0.335 -0.923 5.859 -5.512 -2.038 0.91
O -2.087 -1.886 -1.218 -1.711 6.357 2.011 -0.34
O -0.637 0.157 -1.173 -6.018 -0.205 1.224 -0.32
F -2.407 -0.112 0.768 -0.041 0.008 -3.272 -0.25
H -4.084 3.516 -3.721 0.865 -2.314 0.438 0.14
H -1.955 2.145 -2.232 -2.141 -0.788 0.067 0.12
H -3.605 2.522 -1.360 0.926 -1.557 -1.543 0.15
H -4.633 -0.501 -0.439 -0.502 0.998 -2.538 0.15
H -5.403 0.968 -1.386 1.500 -2.065 -0.525 0.14
C 0.623 -2.818 3.843 0.258 -0.075 0.442 -0.02
C 0.791 -1.325 3.749 0.726 0.851 1.073 -0.49
C 0.184 -0.631 2.559 0.172 0.418 0.205 -0.03
O 1.401 -0.696 4.613 -0.722 -0.809 -1.044 0.04
H 1.112 -3.182 4.753 -0.103 0.111 -0.197 0.08
H -0.440 -3.070 3.892 0.072 -0.064 -0.221 0.09
H 1.088 -3.299 2.979 -0.236 -0.020 -0.045 0.09
H -0.898 -0.786 2.552 0.143 -0.143 -0.164 0.07
H 0.630 -1.015 1.638 -0.229 -0.078 -0.048 0.09
H 0.384 0.444 2.625 -0.033 -0.236 -0.012 0.09
C 1.621 1.861 -3.663 -0.471 -0.169 0.068 -0.02
C 1.327 3.168 -2.976 -1.209 0.184 0.488 -0.48
C 2.458 4.153 -2.843 -0.289 0.346 0.271 -0.02
O 0.205 3.422 -2.540 1.068 -0.261 -0.490 0.03
H 0.712 1.251 -3.686 0.191 0.135 0.036 0.08
H 1.945 2.046 -4.690 0.188 -0.043 0.107 0.09
H 2.393 1.318 -3.112 0.086 0.088 -0.148 0.09
H 2.819 4.439 -3.834 0.147 -0.145 0.077 0.09
H 3.267 3.711 -2.256 0.045 -0.028 -0.198 0.09
H 2.099 5.050 -2.327 0.057 -0.214 -0.114 0.08
C 3.847 0.882 2.491 -0.122 0.326 -0.282 -0.01
C 4.164 0.423 1.093 -0.364 1.041 -0.948 -0.49
C 4.762 -0.949 0.932 0.057 0.010 -0.560 -0.02
O 3.943 1.141 0.119 0.273 -0.844 0.963 0.03
H 3.420 1.891 2.454 0.091 -0.226 -0.017 0.09
H 3.115 0.210 2.946 0.202 -0.014 0.161 0.06
H 4.761 0.911 3.089 -0.142 -0.154 0.098 0.06
H 4.071 -1.703 1.318 0.172 0.001 0.137 0.08
H 5.717 -1.002 1.461 -0.154 -0.110 0.148 0.08
H 4.938 -1.146 -0.131 -0.069 0.034 0.233 0.08
C 8.307 0.014 4.497 -0.223 0.040 -0.442 -0.02
C 7.335 0.859 5.276 -1.287 0.736 -0.717 -0.48
C 7.576 1.011 6.754 -0.403 0.306 0.093 -0.03
O 6.379 1.403 4.726 1.272 -0.710 0.714 0.05
H 8.008 -0.006 3.444 0.056 0.025 0.240 0.08
H 9.310 0.442 4.568 0.000 -0.191 0.123 0.09
H 8.302 -1.009 4.882 0.200 0.094 0.067 0.09
H 8.547 1.483 6.925 0.028 -0.221 0.059 0.09
H 7.539 0.032 7.239 0.218 0.064 -0.004 0.09
H 6.796 1.647 7.186 0.168 -0.151 -0.131 0.09
C 0.203 -3.013 -2.228 0.531 -0.034 0.277 -0.05
C 1.294 -4.009 -2.518 1.315 0.281 0.737 -0.49
C 0.996 -5.093 -3.519 0.471 -0.279 0.010 -0.03
O 2.387 -3.940 -1.958 -1.262 -0.158 -0.667 0.04
H 0.560 -2.290 -1.487 -0.099 -0.190 -0.206 0.07
H -0.062 -2.476 -3.143 -0.212 -0.127 0.063 0.09
H -0.671 -3.527 -1.822 0.059 0.079 -0.274 0.08
H 0.766 -4.648 -4.491 -0.207 -0.076 0.087 0.08
H 0.156 -5.700 -3.170 -0.084 0.135 -0.179 0.09
H 1.874 -5.738 -3.628 -0.182 0.154 0.038 0.08
C -9.556 2.172 -0.470 0.315 0.260 0.390 -0.02
C -8.465 1.176 -0.759 1.069 0.039 0.564 -0.48
C -8.764 0.092 -1.760 0.513 -0.146 0.052 -0.01
O -7.372 1.245 -0.200 -1.074 -0.001 -0.684 0.03
H -9.199 2.895 0.271 -0.068 -0.177 -0.166 0.09
H -9.821 2.709 -1.384 -0.171 -0.159 0.039 0.09
H -10.431 1.658 -0.063 -0.045 0.062 -0.223 0.09
H -8.993 0.536 -2.732 -0.217 -0.070 0.080 0.09
H -9.603 -0.515 -1.412 -0.053 0.118 -0.178 0.09
H -7.886 -0.554 -1.869 -0.285 0.098 0.061 0.06
```
Forces are in eV/Å.

no.,calculated total energy (a.u.)
1,-7019.73861
2,-3361.15268
3,-2267.70269